Entry 1:
C18H19BBeN6 as an isolated structure, computed with the ωB97M-V functional and the def2-TZVPD basis.

```
45
Properties=species:S:1:pos:R:3:nbo_charge:R:1
N 1.680 -1.273 -3.202 -0.36
N 0.746 -2.713 -1.368 -0.30
N 0.567 -1.881 -0.270 -0.54
N -1.080 -0.368 -1.714 -0.55
N -0.786 -1.218 -2.774 -0.29
N 1.916 -0.204 -2.365 -0.32
C -0.469 1.951 5.720 -0.21
C 2.995 0.419 -2.866 -0.04
C -0.125 1.479 4.453 -0.21
C -1.128 1.301 3.472 -0.05
C 2.595 -1.321 -4.199 -0.02
C 0.803 -2.622 0.833 0.02
C -2.460 1.666 3.768 -0.20
C -2.289 0.190 -1.955 0.02
C -0.817 0.791 2.189 -0.09
C 0.682 3.485 0.125 -0.85
C -1.778 -1.128 -3.684 0.03
C -1.804 2.262 6.025 -0.21
C 1.139 -3.923 -0.929 0.03
C -0.577 0.340 1.068 -0.72
C 1.196 -3.909 0.457 -0.35
C 3.464 -0.242 -4.026 -0.37
C -2.794 2.131 5.038 -0.21
C -2.744 -0.242 -3.204 -0.35
B 0.472 -2.172 -2.805 0.56
Be -0.194 -0.441 -0.347 1.63
H 1.460 3.785 -0.582 0.21
H -2.779 0.833 -1.228 0.24
H 2.576 -2.101 -4.946 0.22
H 3.433 1.308 -2.431 0.21
H 1.377 -4.695 -1.641 0.23
H 4.298 0.018 -4.648 0.22
H 0.322 -3.065 -3.592 -0.03
H -3.834 2.390 5.249 0.22
H 0.914 1.259 4.185 0.22
H -3.658 0.054 -3.679 0.24
H -2.066 2.609 7.028 0.22
H -0.290 3.559 -0.367 0.21
H -3.208 1.589 2.974 0.22
H 0.310 2.081 6.478 0.22
H 0.705 4.198 0.955 0.21
H -1.734 -1.684 -4.609 0.23
H 0.840 2.458 0.489 0.23
H 0.636 -2.234 1.824 0.24
H 1.486 -4.718 1.103 0.24
```

Computed properties:
Total charge: 0
Energy above the lowest of the compared OMol25 structures with the same formula, charge and spin (kcal/mol): 1.2
LUMO (eV): 0.61
HOMO-LUMO gap (Eh): 0.325
HOMO (eV): -8.2

=====

Entry 2:
C18H19BIrN6 as an isolated structure, computed with the ωB97M-V functional and the def2-TZVPD basis.

```
45
Properties=species:S:1:pos:R:3:lowdin_charge:R:1
Ir -0.061 -0.012 0.296 1.46
N 1.713 -0.052 -0.667 -0.07
N -0.063 1.381 -2.430 0.05
N -0.770 -1.149 -1.240 -0.15
N -0.443 1.466 -1.105 -0.07
N -0.346 -1.028 -2.551 -0.01
N 1.881 -0.022 -2.047 0.05
C 1.275 -0.365 5.490 0.12
C -1.035 2.676 -0.931 0.02
C -0.957 0.662 6.834 0.10
C -0.870 0.787 5.448 0.12
C 0.328 0.354 3.328 0.01
C -0.403 2.521 -3.062 0.12
C 3.906 0.022 -1.119 0.12
C -2.189 -1.322 1.846 0.00
C 1.185 -0.465 6.877 0.10
C 3.200 0.049 -2.318 0.12
C 0.061 0.024 7.557 0.07
C 0.317 0.369 2.070 -0.22
C -1.869 -2.654 -2.497 0.05
C 0.241 0.252 4.744 -0.17
C -1.016 -1.921 -3.312 0.04
C -1.029 3.359 -2.150 0.16
C -1.702 -2.147 -1.207 -0.04
C 2.950 -0.036 -0.103 -0.01
B 0.633 0.099 -2.957 -0.43
H -2.540 -3.445 -2.790 0.14
H 4.973 0.054 -1.003 0.16
H 2.145 -0.757 4.959 0.16
H -1.657 1.286 4.878 0.16
H -2.653 -2.262 1.534 0.06
H -2.190 -2.427 -0.290 0.09
H 1.991 -0.944 7.432 0.16
H -1.825 1.067 7.353 0.16
H -1.397 2.986 0.035 0.15
H 3.069 -0.032 0.972 0.14
H -2.133 -1.329 2.937 0.06
H -1.135 -1.252 1.427 -0.04
H -1.428 4.335 -2.354 0.16
H -0.179 2.632 -4.111 0.18
H 0.888 0.130 -4.126 0.15
H -0.021 -0.084 8.641 0.16
H 3.530 0.126 -3.343 0.18
H -0.842 -1.932 -4.377 0.16
H -2.783 -0.467 1.511 0.06
```

Computed properties:
Total charge: +4
Energy above the lowest of the compared OMol25 structures with the same formula, charge and spin (kcal/mol): 0.0
LUMO (alpha / beta) (eV): -13.72 / -16.52
HOMO-LUMO gap (alpha / beta) (Eh): 0.270 / 0.151
Spin multiplicity: 6
HOMO (alpha / beta) (eV): -21.1 / -20.6

=====

Entry 3:
C18H19Br2CuN4O2 as an isolated structure, computed with the ωB97M-V functional and the def2-TZVPD basis.

```
46
Properties=species:S:1:pos:R:3:nbo_charge:R:1
Br -2.802 4.049 -0.266 0.10
Br -6.746 0.213 -1.639 0.09
Cu 0.206 0.178 -0.996 1.40
O 2.128 0.627 -1.061 -0.77
O -0.984 1.779 -1.004 -0.84
N -1.527 -0.709 -1.849 -0.55
N -0.069 -0.562 0.836 -0.62
N 0.099 1.605 1.612 -0.79
N 4.079 0.921 -0.028 -0.37
C -3.267 2.343 -0.922 -0.16
C 3.108 -1.323 -0.045 -0.71
C -1.777 -1.942 -2.239 0.07
C -4.145 -1.595 -2.153 -0.08
C -4.916 0.694 -1.491 -0.07
C -0.235 -1.869 1.064 0.07
C -2.556 0.131 -1.623 0.08
C -0.366 -2.399 2.324 -0.30
C -3.908 -0.265 -1.764 -0.12
C -0.088 -0.193 3.194 -0.28
C -0.038 0.293 1.869 0.41
C 3.076 0.135 -0.401 0.71
C -2.202 1.459 -1.182 0.39
C -0.264 -1.534 3.417 -0.11
C -4.595 1.973 -1.085 -0.23
C 5.194 0.458 0.772 -0.42
C 3.986 2.330 -0.373 -0.41
C -3.078 -2.423 -2.401 -0.27
H 4.915 2.838 -0.132 0.22
H -0.070 2.271 2.346 0.41
H 5.869 1.286 0.968 0.23
H -5.159 -1.949 -2.271 0.25
H 5.767 -0.315 0.259 0.22
H -5.374 2.685 -0.866 0.25
H 3.783 2.434 -1.439 0.23
H 2.472 -1.857 -0.747 0.24
H 4.857 0.059 1.730 0.21
H -0.328 -1.920 4.423 0.24
H -0.921 -2.561 -2.468 0.20
H -3.238 -3.439 -2.719 0.24
H 3.161 2.794 0.172 0.22
H 2.706 -1.471 0.956 0.25
H 0.007 0.514 4.002 0.23
H -0.547 -3.452 2.456 0.24
H -0.048 1.935 0.663 0.43
H -0.274 -2.488 0.181 0.21
H 4.111 -1.738 -0.079 0.25
```

Computed properties:
Total charge: +1
Energy above the lowest of the compared OMol25 structures with the same formula, charge and spin (kcal/mol): 10.0
LUMO (alpha / beta) (eV): -2.88 / -5.19
HOMO-LUMO gap (alpha / beta) (Eh): 0.273 / 0.181
Spin multiplicity: 2
HOMO (alpha / beta) (eV): -10.3 / -10.1

=====

Entry 4:
C18H19Cl2F18KN5NaO3 as an isolated structure, computed with the ωB97M-V functional and the def2-TZVPD basis.

```
67
Properties=species:S:1:pos:R:3:nbo_charge:R:1
K 2.931 -3.288 1.470 0.82
Cl 9.119 -0.211 4.563 -0.54
Cl -5.639 5.233 -3.351 -0.80
Na 3.720 -5.221 -1.108 0.51
F -0.145 1.542 -2.804 -0.32
F -0.601 -2.221 -0.484 -0.29
F -0.031 -2.856 -2.883 -0.30
F -0.250 -0.104 -0.748 -0.27
F 2.335 -0.464 -1.054 -0.26
F -4.373 -2.020 -3.437 -0.88
F -2.036 -2.047 -3.989 -0.25
F -2.515 1.400 -1.434 -0.32
F -2.756 0.219 -4.794 -0.28
F 2.107 -2.658 -1.212 -0.34
F 0.929 -0.979 -3.356 -0.30
F -0.685 0.035 -5.199 -0.30
F -2.045 3.354 -2.165 -0.28
F -1.096 2.496 -4.471 -0.28
F -3.900 2.849 -4.347 -0.28
F 1.554 -1.567 0.596 -0.36
F -4.490 3.147 -2.286 -0.27
F -2.347 -0.974 -2.208 -0.29
O 1.927 -0.101 3.494 -0.75
O 6.895 0.553 4.493 -0.50
O 5.375 0.588 2.857 -0.51
N -6.227 -0.412 -3.762 -0.35
N -7.391 -0.333 -4.443 -0.33
N -4.576 1.059 -3.127 -0.64
N 0.469 -7.081 4.942 -0.32
N -6.570 1.694 -4.342 -0.42
C -3.893 2.308 -3.137 0.78
C -7.562 0.947 -4.778 0.24
C 5.399 2.873 2.294 -0.43
C -1.527 -1.065 -3.262 0.59
C 2.034 0.690 4.685 -0.06
C -5.757 0.831 -3.721 0.57
C 4.987 1.487 1.807 -0.07
C 6.354 1.158 3.619 0.77
C 6.641 2.558 3.133 -0.53
C 0.392 -5.959 5.133 0.27
C 1.584 -1.498 -0.779 0.92
C 0.092 -1.312 -1.191 0.56
C -1.571 0.209 -4.193 0.59
C 0.293 -4.522 5.353 -0.72
C -0.127 -1.515 -2.716 0.58
C -2.440 2.135 -2.557 0.58
C -1.298 1.591 -3.507 0.58
C 0.703 0.795 5.403 -0.63
H -4.168 0.248 -2.675 0.45
H -5.750 -1.291 -3.389 0.50
H 5.513 1.201 0.891 0.17
H 0.157 -4.018 4.398 0.24
H 7.552 2.540 2.531 0.25
H -7.994 -1.107 -4.655 0.44
H 0.797 1.386 6.314 0.23
H -0.048 1.263 4.763 0.20
H 4.619 3.289 2.934 0.21
H 2.405 1.684 4.419 0.17
H 2.777 0.206 5.315 0.19
H 3.914 1.396 1.642 0.18
H 5.575 3.576 1.482 0.22
H 0.333 -0.197 5.666 0.20
H 6.766 3.236 3.971 0.25
H -8.369 1.373 -5.347 0.23
H -0.554 -4.296 5.997 0.27
H 1.283 0.324 2.918 0.46
H 1.203 -4.157 5.826 0.26
```

Computed properties:
Total charge: 0
LUMO (eV): -4.69
HOMO-LUMO gap (Eh): 0.036
HOMO (eV): -5.7

=====

Entry 5:
A 3-piece molecular cluster, C18H19ClF2N2O7S overall, computed with the ωB97M-V functional and the def2-TZVPD basis.

```
50
Properties=species:S:1:pos:R:3:nbo_charge:R:1
Cl 3.508 2.291 0.773 -0.01
S -0.071 7.508 -2.478 0.81
F -1.661 -4.369 4.071 -0.32
F 2.400 -7.196 -0.839 -0.32
O 1.524 -6.241 0.988 -0.48
O 1.291 -5.708 3.195 -0.58
O 0.096 -2.123 2.193 -0.48
O -3.438 2.588 -2.318 -0.56
O 3.275 -6.515 2.391 -0.46
O -1.994 -2.433 2.996 -0.48
O -1.469 -0.473 1.950 -0.58
N 1.280 7.316 -1.367 -0.56
N -0.647 5.918 -2.935 -0.56
C -1.150 -1.581 2.349 0.97
C 1.230 2.424 -1.247 -0.08
C 3.651 -7.045 1.136 -0.13
C 0.254 4.970 -2.123 0.09
C 2.435 4.915 -0.278 -0.24
C -4.078 3.080 -1.088 -0.08
C 0.292 -0.085 -0.454 -0.38
C 1.373 5.794 -1.213 0.11
C 0.154 3.302 -2.170 0.04
C 2.688 -6.388 0.206 0.44
C -1.358 -3.690 2.942 0.44
C 1.970 -6.122 2.270 0.97
C 2.329 3.246 -0.309 -0.01
C 1.197 0.780 -1.267 -0.27
C -3.223 4.296 -0.334 -0.67
C -2.126 1.973 -2.062 -0.08
C 0.091 -3.346 2.901 -0.14
C -1.002 2.604 -3.119 -0.49
H 0.080 0.019 0.694 0.26
H 3.230 5.494 0.386 0.26
H -1.713 -4.245 2.067 0.15
H -0.554 1.770 -3.846 0.24
H 4.689 -6.798 0.901 0.21
H 0.684 -4.103 2.379 0.23
H -1.775 1.992 -0.946 0.22
H -3.875 5.248 -0.116 0.22
H 3.544 -8.135 1.155 0.21
H 1.943 0.228 -2.009 0.23
H -2.210 4.528 -0.890 0.23
H 0.519 -3.191 3.897 0.21
H -5.096 3.602 -1.433 0.19
H 3.013 -5.408 -0.158 0.16
H -2.220 0.828 -2.363 0.19
H -4.398 2.243 -0.328 0.18
H -1.515 3.391 -3.856 0.27
H -0.229 -0.993 -1.026 0.21
H -2.937 3.842 0.732 0.21
```

Computed properties:
Total charge: 0
Energy above the lowest of the compared OMol25 structures with the same formula, charge and spin (kcal/mol): 290.8
LUMO (eV): -1.46
HOMO-LUMO gap (Eh): 0.248
HOMO (eV): -8.2